(1)
Here is a molecular structure, C6H9NO3 from the OMol25 dataset. Energies are from ωB97M-V/def2-TZVPD.

Structure (XYZ):
```
19
Properties=species:S:1:pos:R:3:nbo_charge:R:1
O 0.1619 3.6002 -1.6131 -0.70
C -1.1455 3.9757 -1.4714 0.21
C -2.0278 4.3884 -2.6457 -0.09
O -2.9834 5.0003 -1.7481 -0.52
C -2.0995 4.7941 -0.6510 0.10
C -1.9809 3.3245 -0.3798 -0.27
C -2.9551 2.2119 -0.7049 -0.53
C -2.7762 1.0669 0.2085 0.35
N -2.4247 0.5346 1.2141 -0.39
H 0.2955 2.6415 -1.4878 0.51
H -1.5280 5.1405 -3.2724 0.19
H -2.4876 3.6131 -3.2759 0.17
H -1.9658 5.5878 0.0839 0.21
H -1.3340 3.1870 0.4928 0.24
H -3.9725 2.6234 -0.7221 0.27
H -2.8672 1.7807 -1.7146 0.25
O -0.1643 0.5398 -0.6203 -1.03
H -0.2335 -0.1365 -1.3027 0.48
H -0.5295 0.2488 0.4222 0.53
```

The HOMO energy comes out at -9.7 eV. The gap between HOMO and LUMO is 0.373 Ha. For the max |F|, the calculation gives 5.25 eV/A. For the energy above the lowest of the compared OMol25 structures with the same formula, charge and spin, the calculation gives 4.066 eV. Its spin multiplicity is 1.


(2)
Here is C5H13N in the gas phase from the OMol25 dataset. Energies are from ωB97M-V/def2-TZVPD.

Structure (XYZ):
```
19
Properties=species:S:1:pos:R:3:nbo_charge:R:1
C 0.2751 0.8816 -2.1983 -0.61
C -0.4781 1.1961 -0.8932 -0.43
C 0.4261 0.9243 0.2677 -0.42
C 0.9778 -0.4358 0.4457 -0.22
C -1.0418 -1.1423 1.6729 -0.42
H 0.0099 1.6664 -3.1923 0.22
H 0.0475 -0.2022 -2.5294 0.22
H 1.4800 0.9978 -1.7396 0.19
H -1.3927 0.5332 -0.8239 0.21
H -0.8085 2.2449 -0.9878 0.21
H 1.3046 1.6004 0.0403 0.20
H -0.0628 1.3470 1.1762 0.21
H 1.4560 -0.7122 -0.4724 0.21
H 1.6928 -0.4256 1.3909 0.17
H 0.2541 -2.3391 0.7316 0.36
H -0.6056 -1.0148 2.6949 0.16
H -1.8183 -0.3459 1.4316 0.19
H -1.6281 -2.0591 1.9504 0.20
N -0.1262 -1.4050 0.6517 -0.64
```

The HOMO energy comes out at -8.7 eV. The gap between HOMO and LUMO is 0.360 Ha. Its SMILES is CCCCNC. For the max |F|, the calculation gives 4.07 eV/A. For the energy above the lowest of the compared OMol25 structures with the same formula, charge and spin, the calculation gives 2.378 eV. Its spin multiplicity is 1.


(3)
Here is C7H10NOPS in the gas phase from the OMol25 dataset. Energies are from ωB97M-V/def2-TZVPD.

Structure (XYZ):
```
21
Properties=species:S:1:pos:R:3:nbo_charge:R:1
C -3.6968 -0.7766 -1.0550 -0.09
C -3.0430 -0.1422 -0.2376 -0.08
C -1.4947 1.7311 0.3381 -0.23
C -2.1330 0.4195 0.6237 -0.22
C -0.4989 2.3756 0.9114 -0.31
C 1.7236 -0.6333 -1.2135 -0.44
C 2.3562 -0.5920 1.0547 -0.39
N 1.3884 -1.0050 0.0824 -0.77
O -0.5970 -1.9839 -1.0467 -1.08
P 0.0707 -2.0064 0.2418 1.47
S -1.4410 -0.5888 1.6900 0.07
H -4.1655 -1.2688 -1.8910 0.25
H -1.9582 2.3370 -0.5082 0.22
H -0.1941 3.2644 0.4393 0.19
H 0.3186 2.0765 1.5583 0.21
H 1.0483 -1.2258 -1.9621 0.26
H 1.6192 0.4432 -1.3924 0.19
H 2.8340 -0.8448 -1.5235 0.18
H 1.9318 -0.7598 2.0010 0.21
H 3.2581 -1.1893 0.9775 0.19
H 2.6733 0.3691 0.9118 0.19
```

The HOMO energy (alpha / beta) comes out at -8.4 / -8.4 eV. The gap between HOMO and LUMO (alpha / beta) is 0.248 / 0.248 Ha. For the max |F|, the calculation gives 4.59 eV/A. For the energy above the lowest of the compared OMol25 structures with the same formula, charge and spin, the calculation gives 4.578 eV. Its spin multiplicity is 1.